Below is one molecule with the formula C5H13O2PSi, with properties calculated with wB97M-V/def2-TZVPD.

Properties
energy	-979.54078	a.u.
E_HOMO (spin up / spin down)	-8.2 / -8.2	eV
LUMO level (spin up / spin down)	-1.17 / -1.17	eV
strongest force on any atom	0.089	Eh/bohr
energy relative to the best compared isomer or geometry (same formula, charge and spin)	288.68	kJ/mol

Last column: natural (NBO) charge in e.
Element x y z (Å)
C: -0.77 -0.30 -1.41  -0.29
C: 1.76 -0.16 -2.23  -0.61
C: -0.66 -0.02 3.09  -0.59
C: 0.27 0.18 -2.52  -0.40
C: 0.18 -0.07 1.78  -0.92
O: -2.04 -0.08 -1.83  -0.82
O: -4.70 0.14 -1.41  -1.04
Si: -0.64 0.73 0.25  1.18
P: -3.33 -0.07 -0.75  1.44
H: -0.55 -1.44 -1.24  0.18
H: 2.35 0.32 -2.96  0.22
H: 1.85 -1.31 -2.26  0.21
H: 2.12 0.22 -1.22  0.20
H: -1.66 -0.19 2.84  0.21
H: -0.36 -0.79 3.72  0.21
H: -0.54 0.88 3.64  0.21
H: -0.12 -0.21 -3.38  0.22
H: 0.27 1.34 -2.56  0.20
H: 0.10 -1.18 1.39  0.24
H: 1.28 0.05 2.00  0.26
H: -0.50 2.19 -0.18  -0.18
H: -3.37 -1.53 -0.50  -0.12

***

Below is a 2-piece molecular cluster, CH4O3S overall, with properties calculated with wB97M-V/def2-TZVPD.

Properties
energy	-664.34116	a.u.
E_HOMO	-10.0	eV
LUMO level	0.49	eV
strongest force on any atom	0.071	Eh/bohr
energy relative to the best compared isomer or geometry (same formula, charge and spin)	212.60	kJ/mol

Last column: natural (NBO) charge in e.
Element x y z (Å)
C: 1.50 0.65 -0.71  0.66
O: 1.07 -0.45 -1.19  -0.67
O: 1.04 1.22 0.30  -0.65
O: -1.26 -1.07 -0.09  -1.05
S: -1.99 -0.08 0.69  0.89
H: 2.47 0.86 -1.22  0.12
H: 0.29 -0.87 -0.90  0.53
H: -2.32 -0.85 1.82  0.04
H: -0.79 0.59 1.29  0.13

***

Below is one molecule with the formula C3H5N3, with properties calculated with wB97M-V/def2-TZVPD.

Properties
energy	-281.56588	a.u.
E_HOMO	-9.8	eV
LUMO level	0.90	eV
strongest force on any atom	0.044	Eh/bohr
energy relative to the best compared isomer or geometry (same formula, charge and spin)	63.47	kJ/mol

Last column: natural (NBO) charge in e.
Element x y z (Å)
C: -2.03 -0.05 0.02  -0.41
N: -0.58 0.06 -0.06  -0.19
C: 0.29 1.12 -0.01  0.17
N: 1.53 0.66 0.02  -0.48
C: 1.37 -0.68 0.02  0.13
N: 0.10 -1.12 0.02  -0.29
H: -2.55 0.51 -0.75  0.21
H: -2.39 0.36 0.98  0.21
H: -2.26 -1.09 -0.12  0.24
H: -0.07 2.15 0.02  0.21
H: 2.17 -1.44 -0.07  0.20